Run 1
Below is one molecule with the formula C3H4FN3O, with properties calculated with ωB97M-V with the def2-TZVPD basis set.

Structure (ORCA input):
```
! wB97M-V def2-TZVPD RIJCOSX def2/J DEFGRID3
* xyz 0 1
C 0.4725 0.8991 0.8664
C 1.1121 -0.3704 0.6002
C 0.3503 -0.9202 -0.3801
H 1.3630 1.4161 2.6234
H 0.2189 2.4910 2.0270
H 2.0609 -0.7015 1.0442
H -1.9127 0.0724 -2.0080
N 0.9274 1.8605 1.7916
N -0.7089 -0.0719 -0.5619
N -0.6381 1.0351 0.1622
O -1.8944 -0.4053 -1.1719
F 0.5280 -1.9392 -1.1749
*
```

The value obtained for the gap between HOMO and LUMO is 9.2 eV. The SMILES is Nc1cc(F)n(O)n1.

=====

Run 2
Below is one molecule with the formula C3H4FN3O, with properties calculated with ωB97M-V with the def2-TZVPD basis set.

Structure (ORCA input):
```
! wB97M-V def2-TZVPD RIJCOSX def2/J DEFGRID3
* xyz 0 1
C 0.7400 -0.3975 -0.0577
C -1.3221 0.1486 -0.0364
C 0.7056 0.9145 -0.1481
H 2.3196 -1.3087 1.0714
H 1.8790 -2.0826 -0.6437
H -3.0270 -0.6834 -0.3719
H -1.0154 2.2200 0.2318
N 1.9381 -1.1585 -0.0495
N -0.6001 -0.9461 0.0276
N -0.5883 1.2766 -0.0475
O -2.6968 0.1958 0.0363
F 1.6673 1.8212 -0.0123
*
```

The value obtained for the gap between HOMO and LUMO is 9.0 eV. The SMILES is Nc1nc(O)[nH]c1F.

=====

Going by the computed energies, the most stable comes first: run 2, run 1.

=====

Run 1
Below is one molecule with the formula CH2BrF2P, with properties calculated with ωB97M-V with the def2-TZVPD basis set.

Structure (ORCA input):
```
! wB97M-V def2-TZVPD RIJCOSX def2/J DEFGRID3
* xyz 0 1
C -0.1970 0.4945 0.6063
F -1.3213 0.6279 1.2674
F 0.7958 0.8132 1.4822
P 0.1454 -1.2918 -0.1813
Br -0.7136 -0.6884 -2.1585
H -0.1041 1.1502 -0.2866
H 1.3948 -1.1055 -0.7295
*
```

The value obtained for the gap between HOMO and LUMO is 9.8 eV. The SMILES is FC(F)PBr.

=====

Run 2
Below is a 2-piece molecular cluster, CH2BrF2P overall, with properties calculated with ωB97M-V with the def2-TZVPD basis set.

Structure (ORCA input):
```
! wB97M-V def2-TZVPD RIJCOSX def2/J DEFGRID3
* xyz 0 1
C 0.4911 0.4204 -0.2717
F 0.7119 1.7084 -0.5571
F 1.6639 -0.1996 -0.0273
P -0.5555 0.3406 1.2749
Br -2.4459 0.1213 0.2684
H 0.1028 -0.2185 -1.2381
H 0.0317 -2.1726 0.5509
*
```

The value obtained for the gap between HOMO and LUMO (alpha / beta) is 7.9 / 8.7 eV.

=====

Going by the computed energies, the most stable comes first: run 1, run 2.

=====

Run 1
Below is a 2-piece molecular cluster, C4H14NO2S overall, with properties calculated with ωB97M-V with the def2-TZVPD basis set.

Structure (ORCA input):
```
! wB97M-V def2-TZVPD RIJCOSX def2/J DEFGRID3
* xyz 1 1
C -1.8493 -0.6746 0.2901
O -2.8716 0.2832 0.2715
C -0.5577 -0.0739 -0.2928
C 0.1264 -1.0367 -1.2584
C 0.9011 -0.2392 -2.3100
S 2.6864 -0.2402 -1.8338
N 0.5242 0.2831 0.7315
H -2.2167 -1.6049 -0.1344
H -1.6179 -0.9520 1.3503
H -3.7485 -0.1226 0.3422
H -0.8604 0.8475 -0.8625
H -0.5577 -1.7295 -1.7495
H 0.7696 -1.7552 -0.7159
H 0.4759 0.7733 -2.4063
H 0.9017 -0.6459 -3.3247
H 3.0321 1.0015 -2.2456
H 0.6161 1.3043 0.8561
H 0.2643 0.1233 1.7055
H 1.4188 -0.1317 0.3735
H 1.0631 1.2241 4.3835
H 0.4433 2.0597 3.4132
O 1.0569 1.3064 3.4165
*
```

The value obtained for the gap between HOMO and LUMO is 9.9 eV.

=====

Run 2
Below is a 2-piece molecular cluster, C4H14NO2S overall, with properties calculated with ωB97M-V with the def2-TZVPD basis set.

Structure (ORCA input):
```
! wB97M-V def2-TZVPD RIJCOSX def2/J DEFGRID3
* xyz 1 1
C 2.3431 0.7997 -0.6801
O 2.2518 1.8607 -1.6294
C 0.9361 0.5901 -0.1977
C 0.7600 -0.4102 0.9293
C -0.2677 0.0023 2.0042
S -1.9629 -0.2138 1.3450
N 0.1150 0.1838 -1.4041
H 2.9586 1.1338 0.1689
H 2.8118 -0.1498 -0.9870
H 3.1256 2.0313 -2.0138
H 0.5518 1.5735 0.0684
H 1.6884 -0.5964 1.4668
H 0.5294 -1.3995 0.5113
H -0.1828 1.0694 2.1665
H -0.0863 -0.6010 2.8925
H -2.5965 0.3215 2.3918
H -0.1087 1.0021 -1.9660
H 0.6252 -0.4316 -2.0296
H -0.7749 -0.2847 -1.1918
H -2.4523 -2.0729 -0.6320
H -1.9824 -2.6425 -2.0045
O -1.7048 -2.1135 -1.2415
*
```

The value obtained for the gap between HOMO and LUMO is 10.0 eV.

=====

Going by the computed energies, the most stable comes first: run 2, run 1.

=====

Run 1
Below is a 3-piece molecular cluster, C3H12NO3 overall, with properties calculated with ωB97M-V with the def2-TZVPD basis set.

Structure (ORCA input):
```
! wB97M-V def2-TZVPD RIJCOSX def2/J DEFGRID3
* xyz 1 1
C -1.0505 1.1401 1.3834
C 0.3988 0.9071 1.7196
C 0.9286 -0.4681 1.4500
O 0.4462 -1.1343 0.5891
N -1.3226 1.5794 -0.0237
H -1.4254 1.9455 1.9881
H -1.7015 0.3821 1.7324
H 0.4953 1.0123 2.8093
H 1.0863 1.6800 1.4884
H 1.6497 -0.9314 2.0410
H -0.8473 2.4752 -0.2050
H -2.3376 1.6677 -0.1020
H -0.9479 0.8709 -0.7783
H 0.8628 -2.4570 -0.8094
H 2.1807 -1.9917 -1.3059
O 1.3192 -2.2317 -1.6310
H -1.0707 0.1455 -3.1485
H 0.1046 -0.5293 -2.2601
O -0.4941 0.2176 -2.3032
*
```

The value obtained for the gap between HOMO and LUMO is 11.0 eV.

=====

Run 2
Below is a 3-piece molecular cluster, C3H12NO3 overall, with properties calculated with ωB97M-V with the def2-TZVPD basis set.

Structure (ORCA input):
```
! wB97M-V def2-TZVPD RIJCOSX def2/J DEFGRID3
* xyz 1 1
O 0.2503 2.5088 0.3815
C -0.5900 2.0172 1.0417
C -0.5347 0.5239 1.2238
C -1.9304 -0.0490 1.6944
N -0.3125 -0.2172 -0.0663
H -1.4964 2.4882 1.4586
H 0.2792 0.2434 1.9418
H -2.5926 -0.2492 0.8327
H -2.3539 0.6896 2.4607
H -1.7811 -0.9733 2.2116
H -0.1096 0.5639 -0.7974
H -1.1107 -0.7639 -0.2588
H 0.5668 -0.7438 -0.0749
H 2.5312 -2.0860 -1.7168
H 1.4961 -3.0260 -1.3443
O 1.9845 -2.3065 -0.9681
H 2.6828 0.3213 -2.3676
H 1.3893 0.8111 -3.2648
O 1.6319 0.2474 -2.3877
*
```

The value obtained for the gap between HOMO and LUMO is 11.0 eV.

=====

Going by the computed energies, the most stable comes first: run 1, run 2.

=====

Run 1
Below is a 2-piece molecular cluster, C3H9NO4 overall, with properties calculated with ωB97M-V with the def2-TZVPD basis set.

Structure (ORCA input):
```
! wB97M-V def2-TZVPD RIJCOSX def2/J DEFGRID3
* xyz 0 1
C 1.3746 0.8644 -1.2679
N 1.9104 -0.2221 0.9174
O 0.8008 0.6230 0.0081
H 1.8414 0.2160 1.8368
H 1.5865 -1.1811 1.0541
H 2.3593 1.3143 -1.1425
H 0.7283 1.5816 -1.7752
H 1.4254 -0.0697 -1.8300
C -1.9183 0.7992 0.3293
C -0.9644 -0.2908 -0.0785
O -0.6926 -1.0934 1.1487
O -0.4638 -2.4319 0.8133
O -1.0271 -0.9225 -1.1188
H -0.5330 -2.3960 -0.1787
H -1.3615 1.5745 0.8520
H -2.3801 1.2372 -0.5532
H -2.6859 0.3974 0.9852
*
```

The value obtained for the gap between HOMO and LUMO is 10.2 eV. The SMILES is CC(=O)OO.CON.

=====

Run 2
Below is one molecule with the formula C3H9NO4, with properties calculated with ωB97M-V with the def2-TZVPD basis set.

Structure (ORCA input):
```
! wB97M-V def2-TZVPD RIJCOSX def2/J DEFGRID3
* xyz 0 1
C 1.3077 0.1021 -0.0046
N 1.3790 1.0974 -1.0314
O 1.1441 0.7269 1.2301
O 2.4650 -0.6481 0.0312
O 0.2410 -0.7941 -0.2207
H 0.3399 1.2521 1.2296
H 2.3657 -1.3509 0.6905
H -0.5117 -0.6063 1.4650
H 1.5242 0.6497 -1.9302
H 2.1758 1.6976 -0.8412
C -1.1037 -0.1864 -0.7066
C -2.1393 -0.4817 0.3704
O -1.5123 -0.2425 1.6082
H -3.0256 0.1528 0.2597
H -1.3071 -0.7073 -1.6413
H -0.9320 0.8862 -0.8142
H -2.4108 -1.5474 0.3056
*
```

The value obtained for the gap between HOMO and LUMO is 10.9 eV. The SMILES is NC(O)(O)OCCO.

=====

Going by the computed energies, the most stable comes first: run 2, run 1.

=====

Run 1
Below is an isolated ion of composition C10H12NO2 and charge +1, with properties calculated with ωB97M-V with the def2-TZVPD basis set.

Structure (ORCA input):
```
! wB97M-V def2-TZVPD RIJCOSX def2/J DEFGRID3
* xyz 1 1
C 2.8409 -1.4265 -0.0418
C 2.1285 -2.5904 0.2656
C 2.1810 -0.1802 -0.1632
C 0.7431 -2.5413 0.4806
C 0.7763 -0.0709 -0.1381
C 0.1230 -1.2841 0.1653
C -0.3956 1.9645 0.5391
C -1.5060 2.6231 0.3007
C 0.3171 1.2376 -0.6017
C -1.3307 -1.3028 0.2233
N -2.0704 -0.9078 -0.7381
O -0.5792 1.0205 -1.7468
O -1.9463 -1.8743 1.2290
H 3.8763 -1.4716 -0.2201
H 2.6714 -3.4760 0.5066
H 2.7903 0.7424 -0.2454
H 0.1541 -3.3329 0.8757
H -0.0090 1.5340 1.5304
H -2.2946 2.9463 1.0740
H 1.2166 1.9199 -0.9798
H -1.6244 3.0584 -0.6804
H -3.1034 -1.0208 -0.7039
H -1.7548 -0.2628 -1.3545
H -0.4877 1.6809 -2.4710
H -1.3776 -2.1792 1.9459
*
```

The value obtained for the gap between HOMO and LUMO is 9.5 eV. The SMILES is C=C[C@H](O)c1ccccc1C(=[NH2+])O.

=====

Run 2
Below is a 2-piece molecular cluster, C10H12NO2 overall, with properties calculated with ωB97M-V with the def2-TZVPD basis set.

Structure (ORCA input):
```
! wB97M-V def2-TZVPD RIJCOSX def2/J DEFGRID3
* xyz 1 1
C 3.2696 -0.8951 0.2480
C 3.0182 -0.3631 -1.0254
C 2.3969 -0.8041 1.3651
C 1.8213 0.3527 -1.1197
C 1.3289 0.0453 1.2017
C 0.9838 0.5223 -0.0451
C -2.0918 -0.7773 0.2117
C -0.5708 2.3964 -1.2805
C -0.1655 1.4122 -0.2930
C -2.3489 -2.2078 0.2078
N -0.8563 2.3865 0.2363
O -2.4204 -0.1482 1.3293
O -1.5010 -0.1394 -0.6488
H 4.1316 -1.4963 0.2411
H 3.6482 -0.4308 -1.8383
H 2.8222 -1.1943 2.2875
H 1.5167 0.8496 -2.0105
H 0.8100 0.1548 2.1270
H 0.1069 3.1681 -1.5400
H -1.4471 2.2564 -1.7890
H -1.8687 -2.6219 -0.6305
H -3.3950 -2.4813 0.3646
H -2.0334 -2.5907 1.0996
H -1.4083 2.8416 1.0664
H -2.0926 0.7513 1.2619
*
```

The value obtained for the gap between HOMO and LUMO is 9.2 eV.

=====

Going by the computed energies, the most stable comes first: run 1, run 2.

=====

Run 1
Below is a 2-piece molecular cluster, C5H3N2O3 overall, with properties calculated with ωB97M-V with the def2-TZVPD basis set.

Structure (ORCA input):
```
! wB97M-V def2-TZVPD RIJCOSX def2/J DEFGRID3
* xyz -1 1
C -1.0301 -2.2395 0.2216
C -0.0625 -1.2478 0.1814
C -1.3461 0.4509 -0.6566
C -1.2722 1.7748 0.2166
C 2.0024 -0.0464 0.0713
N -1.9886 -2.9464 0.2459
N 1.1714 -1.1482 0.3547
O -0.1458 2.2423 0.4490
O -1.7395 0.3222 -1.7560
O -2.3853 2.1402 0.4719
H 2.6574 -0.0247 0.8911
H 1.4491 0.9432 0.1763
H 2.6899 -0.2208 -0.8672
*
```

The value obtained for the gap between HOMO and LUMO is 7.4 eV.

=====

Run 2
Below is an isolated ion of composition C5H3N2O3 and charge -1, with properties calculated with ωB97M-V with the def2-TZVPD basis set.

Structure (ORCA input):
```
! wB97M-V def2-TZVPD RIJCOSX def2/J DEFGRID3
* xyz -1 1
N 2.3884 -0.8870 1.4926
C 1.7119 -0.4398 0.6770
C 0.9227 0.1989 -0.4072
O 1.1551 -0.4322 -1.6420
C -0.5741 0.3590 -0.1248
C -0.8212 1.4920 0.7798
N -0.8658 2.4882 1.3607
C -1.2923 -0.9216 0.3885
O -2.3142 -1.2306 -0.2588
O -0.8728 -1.5208 1.3613
H 1.3320 1.2063 -0.5136
H 0.3315 -0.8365 -1.9306
H -1.0433 0.6042 -1.0761
*
```

The value obtained for the gap between HOMO and LUMO is 8.5 eV. The SMILES is N#C[C@@H](O)[C@H](C#N)C(=O)[O-].

=====

Going by the computed energies, the most stable comes first: run 2, run 1.